Record 1
# C5H14ClN2Si

A 2-piece molecular cluster, C5H14ClN2Si overall (the ωB97M-V functional and the def2-TZVPD basis, the OMol25 dataset).

The energy relative to the best compared isomer or geometry (same formula, charge and spin) comes out at 0.0 kcal per mole. The HOMO energy comes out at -12.77 eV. The value obtained for the total energy is -1057.86643 Eh. The calculation puts the HOMO-LUMO gap at 8.992 eV.

The geometry in ORCA input format:
```
! wB97M-V def2-TZVPD RIJCOSX def2/J DEFGRID3
* xyz 1 1
C 0.40 0.92 -0.17
C 0.43 1.97 0.63
C 1.19 3.16 0.17
C -0.06 -2.19 -2.34
C -0.07 -2.18 -0.83
N -2.16 -0.83 0.55
N -0.42 2.11 1.75
Si -0.54 -0.65 0.08
Cl 0.76 -1.68 2.48
H 1.26 0.91 -0.85
H 1.91 2.88 -0.67
H 0.53 3.92 -0.20
H 1.77 3.55 0.98
H -0.94 -1.68 -2.55
H 0.86 -1.52 -2.76
H -0.16 -3.16 -2.91
H 0.87 -2.53 -0.42
H -0.79 -3.02 -0.58
H -2.44 -1.77 0.43
H -2.80 -0.04 0.67
H -0.43 3.06 2.15
H 1.79 -2.56 2.30
H -0.97 1.33 2.09
*
```

Atomic partial charges in e from the Löwdin method, atoms 1 to 2: atom 1 (C): -0.16, atom 2 (C): -0.46

Record 2
# C27H73LiO12

C27H73LiO12 as an isolated structure (the ωB97M-V functional and the def2-TZVPD basis, the OMol25 dataset).

The HOMO energy comes out at -9.47 eV. The value obtained for the total energy is -1982.89964 Eh. The calculation puts the HOMO-LUMO gap at 8.746 eV.

The geometry in ORCA input format:
```
! wB97M-V def2-TZVPD RIJCOSX def2/J DEFGRID3
* xyz 0 1
Li 3.15 -1.14 -2.09
C 1.06 -0.22 0.65
C 0.54 -0.70 -0.71
O 1.41 -0.44 -1.81
H 0.38 -0.53 1.45
H 1.12 0.87 0.68
H 2.07 -0.58 0.88
H -0.43 -0.18 -0.89
H 0.30 -1.78 -0.66
C 1.66 4.62 1.60
C 1.16 5.48 0.43
C 2.33 6.20 -0.23
O 0.48 4.68 -0.54
H 1.96 5.21 2.48
H 2.52 4.01 1.31
H 0.85 3.94 1.90
H 0.42 6.18 0.81
H 3.01 5.45 -0.66
H 2.93 6.76 0.50
H 2.01 6.87 -1.02
H 1.05 3.97 -0.96
C -1.82 -1.38 -5.23
C -2.25 -0.01 -5.34
C -2.60 0.57 -3.98
O -1.24 0.78 -6.03
H -0.95 -1.43 -4.57
H -1.60 -1.79 -6.21
H -2.58 -2.00 -4.73
H -3.12 0.07 -6.01
H -1.73 0.46 -3.30
H -3.40 -0.02 -3.51
H -2.87 1.61 -4.03
H -0.47 0.91 -5.43
C -1.99 2.40 0.56
C -2.77 3.70 0.85
C -3.40 4.28 -0.35
O -3.87 3.48 1.81
H -2.04 1.60 1.30
H -0.92 2.64 0.48
H -2.30 1.95 -0.40
H -2.05 4.39 1.31
H -2.69 4.55 -1.12
H -3.95 5.18 -0.07
H -4.13 3.56 -0.76
H -3.50 3.11 2.62
C -0.91 -2.11 4.16
C -1.89 -1.07 3.61
C -2.87 -1.75 2.68
O -2.56 -0.38 4.69
H -0.25 -1.73 4.93
H -0.37 -2.61 3.35
H -1.50 -2.92 4.64
H -1.33 -0.26 3.12
H -3.63 -2.27 3.28
H -2.33 -2.43 2.01
H -3.43 -1.07 2.03
H -3.18 -1.00 5.10
C 1.04 -3.77 1.54
C 2.15 -3.21 2.44
C 2.11 -3.75 3.82
O 3.39 -3.53 1.77
H 1.36 -3.65 0.51
H 0.11 -3.23 1.71
H 0.88 -4.82 1.76
H 2.02 -2.11 2.46
H 3.06 -3.55 4.36
H 1.97 -4.83 3.84
H 1.36 -3.27 4.46
H 4.12 -3.32 2.36
C -2.96 -2.49 -1.06
C -4.44 -2.14 -1.09
C -4.71 -0.66 -0.96
O -5.11 -2.59 -2.32
H -2.61 -2.99 -1.97
H -2.64 -3.06 -0.19
H -2.33 -1.58 -1.04
H -4.97 -2.58 -0.21
H -5.79 -0.50 -0.90
H -4.25 -0.08 -1.75
H -4.25 -0.29 -0.04
H -4.97 -3.54 -2.44
C 4.62 -1.14 5.42
C 3.54 -0.10 5.18
C 2.63 -0.49 4.03
O 2.68 0.09 6.36
H 4.18 -2.13 5.56
H 5.24 -0.89 6.28
H 5.28 -1.18 4.54
H 4.02 0.87 4.94
H 1.81 0.21 3.90
H 2.16 -1.47 4.23
H 3.20 -0.61 3.11
H 3.18 0.53 7.06
C 2.27 -2.78 -4.61
C 1.63 -3.55 -3.46
O 0.62 -2.79 -2.82
O 3.15 -1.75 -4.01
H 1.49 -2.36 -5.26
H 2.84 -3.47 -5.27
H 2.43 -3.87 -2.77
H 1.16 -4.46 -3.84
H 0.98 -1.94 -2.46
H 3.64 -1.25 -4.67
C 2.10 2.90 -3.18
C 0.97 2.25 -3.93
O 1.16 0.85 -4.22
O 2.07 2.68 -1.78
H 2.08 3.98 -3.33
H 3.05 2.48 -3.56
H 0.79 2.81 -4.84
H 0.04 2.39 -3.33
H 1.10 0.38 -3.32
H 1.86 1.71 -1.60
*
```

Atomic partial charges in e from the Löwdin method, atoms 1 to 2: atom 1 (Li): 0.74, atom 2 (C): -0.08

Record 3
# C3H11NO2

A 3-piece molecular cluster, C3H11NO2 overall (the ωB97M-V functional and the def2-TZVPD basis, the OMol25 dataset).

The energy relative to the best compared isomer or geometry (same formula, charge and spin) comes out at 21.6 kcal per mole. The HOMO energy comes out at -9.67 eV. The value obtained for the total energy is -326.09712 Eh. The calculation puts the HOMO-LUMO gap at 10.354 eV.

The geometry in ORCA input format:
```
! wB97M-V def2-TZVPD RIJCOSX def2/J DEFGRID3
* xyz 0 1
C -2.12 0.08 -0.65
C -0.64 0.14 -0.39
C -0.34 2.13 -1.70
N 0.15 1.22 -0.98
H -2.47 -0.72 0.01
H -2.61 1.01 -0.35
H -2.48 -0.15 -1.65
H -0.08 -0.75 -0.68
H -0.43 0.21 0.68
H -1.39 2.27 -1.99
H 0.34 2.89 -2.05
H 2.11 0.71 0.42
H 2.69 -0.45 1.15
O 2.74 0.50 1.11
H 0.96 -3.16 2.92
H 2.15 -3.22 1.93
O 1.41 -2.72 2.21
*
```

Atomic partial charges in e from the Löwdin method, atoms 1 to 2: atom 1 (C): -0.12, atom 2 (C): -0.30

Result set for F_max: 0.0729 0.0493 0.0325 hartree/bohr, one per record in the order listed.